The following is a DFT calculation (ωB97M-V/def2-TZVPD) of a molecular structure, C4H10N3O.

Geometry as XYZ:
```
18
Properties=species:S:1:pos:R:3:forces:R:3:lowdin_charge:R:1
C 2.25967 -1.49914 0.13632 0.351 2.446 -0.021 -0.0638
C 1.06418 -1.42214 0.86756 0.035 -0.323 0.227 -0.0062
C 0.67359 -0.17262 0.54663 -4.583 1.243 1.797 -0.0512
C 1.35541 1.71640 -1.00973 -0.459 -1.075 -1.568 0.0436
N 2.48421 -0.30638 -0.49125 1.242 -2.425 -0.374 0.1031
N 1.46074 0.45415 -0.26835 -1.568 2.099 -0.724 -0.1888
N -3.00563 -0.44882 -0.09036 -0.010 1.904 -1.128 0.1354
O -0.96928 0.59834 0.95118 2.516 -2.404 -2.550 -0.0220
H 3.09923 -2.14782 0.13928 0.072 -0.884 0.077 0.1111
H 0.59523 -2.02512 1.59877 -0.134 -0.790 0.264 0.1069
H -3.74036 -1.09722 0.01817 -0.782 -1.543 1.332 0.0787
H 2.00089 2.35936 -0.47914 0.882 1.148 -0.151 0.0848
H 1.65224 1.39547 -2.04021 0.337 0.880 0.947 0.1187
H 0.36637 2.17830 -1.15155 0.110 -0.687 0.816 0.0990
H -2.63528 -0.78430 -1.00112 -0.068 1.003 0.407 0.1236
H -1.96765 -0.11726 0.63579 -0.132 0.225 -0.497 0.0987
H -3.60316 0.43164 -0.20244 1.569 -1.125 -0.322 0.1492
H -1.09040 0.88716 1.84046 0.621 0.310 1.467 0.0792
```
Forces are in eV/Å.

Calculated values
total charge	+1
E_HOMO	-13.6603	eV
E_LUMO	-4.13	eV
largest force on an atom	0.0987	hartree/bohr
calculated total energy	-10817.9243	eV
energy relative to the best compared isomer or geometry (same formula, charge and spin)	3.480	eV
orbital gap	9.531	eV